The following is a DFT calculation (the ωB97M-V functional and the def2-TZVPD basis) of a 10-piece molecular cluster, C40H80O20S3 overall at a distorted geometry.

## Properties
- Energy above the lowest of the compared OMol25 structures with the same formula, charge and spin: 19.5 kcal per mole
- Energy: -116231.8463 eV
- Gap between HOMO and LUMO: 9.854 eV
- 2S+1: 1

Last column: Mulliken charge in e.
Geometry (Å):
1 S -1.156 -1.449 -4.537  1.1579
2 S 3.679 -2.099 -4.314  1.1089
3 S -4.728 1.211 0.182  1.2161
4 O -2.881 -4.988 0.336  -0.1453
5 O 4.176 6.402 0.369  -0.5499
6 O 0.032 2.852 4.988  -0.6302
7 O 1.254 -5.336 -1.389  -0.3749
8 O -0.326 -0.382 -0.925  -0.2937
9 O 1.315 4.616 4.249  -0.3859
10 O -0.328 -2.380 -3.811  -0.4001
11 O 1.116 -0.066 0.725  -0.3861
12 O 0.899 -0.524 7.055  -0.5556
13 O -0.437 4.972 -1.800  -0.4073
14 O -5.378 0.445 1.288  -0.7246
15 O -4.428 0.571 -1.092  -0.5554
16 O -0.445 -0.520 -5.426  -0.8469
17 O -0.757 4.631 0.434  -0.3227
18 O -4.689 -4.467 1.570  -0.6243
19 O 0.968 -7.179 -2.529  -0.3432
20 O 0.502 -1.410 5.035  -0.2543
21 O 3.463 -1.026 -3.411  -0.6327
22 O 5.639 6.432 2.062  -0.3606
23 O 5.097 -2.355 -4.624  -0.7289
24 C -0.510 3.169 -3.374  -1.4509
25 C 5.244 5.141 3.977  -0.9845
26 C -2.393 -0.625 -3.496  -0.1147
27 C 2.823 -1.858 -5.892  -0.4331
28 C -0.743 5.744 4.117  -1.4961
29 C 1.073 -1.399 6.253  0.7863
30 C -3.010 -6.341 0.867  -0.5607
31 C 4.645 5.517 2.667  0.0138
32 C 2.415 -3.290 -6.258  -0.5774
33 C 5.214 6.804 0.825  0.7203
34 C 0.252 5.001 3.330  0.4572
35 C -3.226 1.802 0.930  0.7695
36 C -5.533 2.797 -0.085  -0.9776
37 C -0.718 5.366 -0.549  0.6159
38 C -3.446 -1.721 -3.448  -0.0574
39 C 0.519 -0.833 -0.150  0.4658
40 C 2.722 -4.318 -5.139  -0.4590
41 C 2.764 -3.558 -3.817  0.2171
42 C -1.619 -6.863 1.282  -0.9061
43 C -0.596 -0.424 4.875  -0.3707
44 C -3.639 -2.735 0.323  0.3096
45 C 1.957 -2.615 6.367  -1.2769
46 C 1.633 1.904 1.734  -1.3247
47 C -3.638 3.200 1.485  -0.4064
48 C 1.562 -6.478 -1.583  0.9430
49 C -3.827 -4.120 0.798  0.3467
50 C -4.561 3.893 0.383  -0.3997
51 C 0.870 -2.345 -0.187  -0.8046
52 C -1.140 -0.472 3.498  -0.5094
53 C -3.674 -2.164 -4.926  -0.8955
54 C -2.321 -2.451 -5.539  -0.8708
55 C -0.778 6.840 -0.398  -1.1021
56 C 1.058 3.511 4.983  0.8401
57 C -0.530 3.575 -1.914  1.1270
58 C 2.183 3.148 5.877  -0.9104
59 C 2.621 -7.236 -0.901  -1.4851
60 C 0.892 1.334 0.564  0.9959
61 C 6.296 7.701 0.124  -1.0499
62 C -0.164 -6.632 -3.145  0.2457
63 C -1.468 -6.908 -2.383  -0.7077
64 H -0.844 7.344 -1.401  0.3305
65 H 3.707 -4.803 -5.382  0.4015
66 H 0.139 -2.811 -0.929  -0.0167
67 H -3.482 -6.935 0.141  0.3421
68 H -1.690 -1.366 3.259  0.5041
69 H -0.095 2.164 -3.447  0.3381
70 H 6.231 4.685 3.841  0.3542
71 H 1.947 2.939 1.708  0.3183
72 H -2.760 0.191 -4.084  0.3298
73 H -1.300 -0.744 5.647  0.4599
74 H -6.413 2.665 0.570  0.3635
75 H -0.208 -6.944 -4.206  0.3946
76 H -2.426 1.863 0.230  -0.6254
77 H -1.188 5.070 4.871  0.3229
78 H -0.271 -0.474 2.886  0.0253
79 H -4.183 3.077 2.399  0.5482
80 H -1.499 3.388 -3.780  0.3689
81 H 6.817 7.061 -0.568  0.2940
82 H 2.370 -2.760 5.365  0.3172
83 H 2.402 2.078 5.786  0.1854
84 H 1.905 -5.036 -5.025  0.0877
85 H -0.142 1.686 0.488  -0.5151
86 H 0.195 7.180 0.054  0.2252
87 H 2.205 -8.102 -0.372  0.3772
88 H -5.136 4.748 0.933  0.3655
89 H 0.724 5.570 2.578  0.4364
90 H -1.740 0.457 3.317  0.1069
91 H 2.859 -3.641 -7.163  0.4527
92 H 0.426 3.217 -1.503  -0.0691
93 H 3.060 -6.654 -0.116  0.3478
94 H 0.744 -2.907 0.699  0.5478
95 H 1.795 -3.117 -3.582  -0.4697
96 H -5.732 2.812 -1.162  0.4022
97 H -2.934 -2.481 -2.882  -0.1816
98 H -1.678 -7.980 -2.168  0.3248
99 H -1.896 -0.269 -2.610  -0.2206
100 H 3.448 -1.375 -6.632  0.4477
101 H -0.193 0.553 5.176  0.1166
102 H -0.947 -7.220 0.444  0.1184
103 H -3.665 -6.334 1.731  0.5023
104 H -4.565 -2.192 0.485  0.3396
105 H 5.739 8.519 -0.334  0.2954
106 H 1.864 3.349 6.921  0.3084
107 H -1.317 3.216 -1.194  -0.3554
108 H -4.411 -1.528 -2.927  0.4486
109 H -0.174 4.063 2.935  -0.1006
110 H -0.184 6.542 4.604  0.4124
111 H 1.349 -3.230 -6.325  0.1040
112 H 4.595 4.424 4.516  0.0879
113 H -0.028 -5.564 -3.255  -0.1884
114 H -4.035 -1.274 -5.411  0.2948
115 H -3.004 0.919 1.521  -0.1587
116 H 1.926 -2.503 -0.577  0.2445
117 H 3.830 6.178 2.708  0.2357
118 H -1.636 6.204 3.616  0.3301
119 H -2.009 -3.493 -5.430  0.3016
120 H 1.972 -1.278 -5.575  0.0405
121 H 1.398 1.695 -0.352  0.3346
122 H -2.936 -2.139 0.916  -0.1166
123 H -2.195 -1.967 -6.498  0.5252
124 H 2.507 1.262 1.791  0.4847
125 H -1.618 6.995 0.289  0.2893
126 H 3.013 3.790 5.653  0.1972
127 H -3.391 -2.772 -0.749  -0.2492
128 H 1.392 -3.508 6.553  0.3141
129 H 1.109 1.731 2.683  -0.0127
130 H -2.232 -6.483 -3.034  0.4247
131 H -3.937 4.216 -0.430  0.1739
132 H 2.653 -2.522 7.143  0.3751
133 H 3.351 -7.618 -1.628  0.3423
134 H -1.767 -7.727 1.908  0.4235
135 H 5.397 6.014 4.605  0.3524
136 H -1.109 -6.166 1.948  0.2700
137 H 0.145 3.915 -3.863  0.3692
138 H -1.498 -6.329 -1.459  -0.2478
139 H 7.052 8.012 0.800  0.3301
140 H 4.374 4.702 2.011  0.3117
141 H -4.353 -2.985 -5.063  0.4215
142 H 3.134 -4.067 -2.937  0.5271
143 H -2.754 3.792 1.811  -0.1225

Forces on atoms 1 to 3 (eV/Å):
S 0.840 0.429 -1.653
S 2.960 -0.018 -1.037
S 0.452 -1.658 1.258